ORCA calculation (wB97M-V/def2-TZVPD) on the ion C5H11N2 with charge +1.

```
18
Properties=species:S:1:pos:R:3:mulliken_charge:R:1
C -2.469 -0.652 0.699 -0.286
N -1.353 -0.469 0.164 -0.235
C -1.032 0.876 -0.012 -0.644
C 0.118 0.864 -0.978 -0.812
N 0.891 -0.284 -0.354 0.208
C 1.417 -1.179 -1.116 -0.051
C 1.617 0.022 0.914 -0.810
H -3.073 0.243 1.148 0.217
H -2.784 -1.674 0.949 0.281
H -0.577 1.233 0.915 0.354
H -1.832 1.585 -0.236 0.556
H -0.219 0.688 -1.962 0.455
H 0.628 1.788 -0.880 0.341
H 2.238 -1.792 -0.825 0.207
H 1.270 -1.423 -2.146 0.274
H 2.576 -0.599 0.932 0.309
H 1.640 1.116 0.984 0.334
H 0.943 -0.345 1.804 0.300
```

multiplicity	1
SMILES	C=NCC[N+](=C)C
net charge	+1
Kohn-Sham gap	9.32	eV
energy above the lowest of the compared OMol25 structures with the same formula, charge and spin	291.6	kJ/mol



ORCA calculation (wB97M-V/def2-TZVPD) on a structure of composition C9H16BrINO12PS.

```
42
Properties=species:S:1:pos:R:3:mulliken_charge:R:1
N -0.139 -1.621 -0.225 -0.022
C -0.939 -0.453 -0.509 -2.780
C -0.738 0.745 0.456 3.002
C -1.415 0.477 1.829 -0.739
O -1.709 -0.882 2.101 -0.160
O -3.111 -1.109 1.846 -0.434
C 0.768 1.198 0.503 -0.872
I 1.341 2.357 2.283 0.040
C 1.871 0.139 0.369 -1.241
C 2.161 -0.313 -1.069 -0.481
C 3.282 0.466 -1.755 -0.674
O 4.491 0.330 -0.999 -0.503
O 0.888 2.150 -0.577 -0.182
C -0.279 2.487 -1.147 0.031
O -0.348 3.098 -2.184 -0.648
C -1.421 1.977 -0.274 0.063
Br -1.824 3.487 0.923 0.030
P -2.998 1.848 -1.257 1.056
O -3.604 3.153 -1.589 -0.727
O -2.650 0.951 -2.529 -0.494
O -3.956 0.864 -0.433 -0.497
H -0.573 -2.476 -0.544 0.407
H 0.119 -1.764 0.756 -0.080
H -2.013 -0.674 -0.510 0.473
H -0.673 -0.082 -1.511 0.559
H -2.351 1.037 1.908 0.521
H -0.781 0.804 2.655 0.042
H -3.052 -1.849 1.220 0.333
H 1.627 -0.750 0.974 0.874
H 2.783 0.547 0.809 0.891
H 1.275 -0.262 -1.709 0.035
H 2.446 -1.369 -0.996 0.558
H 3.007 1.527 -1.845 0.323
H 3.428 0.060 -2.766 0.312
H 5.118 0.991 -1.312 0.291
H -3.405 0.992 -3.134 0.341
H -3.986 1.069 0.513 0.356
O 1.271 -3.923 3.422 -0.787
S 1.479 -3.849 1.955 1.049
O 1.659 -2.407 1.565 -0.640
O 0.271 -4.356 1.233 -0.835
O 2.684 -4.611 1.551 -0.790
```

multiplicity	1
net charge	-2
Kohn-Sham gap	4.14	eV



ORCA calculation (wB97M-V/def2-TZVPD) on a cluster of 11 separate species, C5H31NO12 in total.

```
49
Properties=species:S:1:pos:R:3:mulliken_charge:R:1
C -2.691 1.359 0.588 -1.038
N -1.745 0.320 1.069 -0.500
C -1.833 -0.849 0.128 0.006
C -1.770 -2.161 0.881 -0.625
O -2.196 -3.285 0.134 -0.543
C -0.676 -0.647 -0.959 0.422
C -0.100 -1.961 -1.413 -0.154
O -0.349 -2.434 -2.507 -0.624
H -2.408 2.267 1.119 0.369
H -3.740 1.227 0.882 0.362
H -2.656 1.529 -0.484 0.327
H -2.190 -0.009 1.927 0.201
H -2.708 -0.795 -0.524 0.338
H -2.325 -2.087 1.820 0.353
H -0.715 -2.376 1.112 0.208
H -2.910 -3.027 -0.460 0.363
H 0.174 -0.050 -0.627 -0.267
H -1.193 -0.165 -1.788 0.275
H 0.725 -2.387 -0.818 0.348
O -3.537 -1.224 -3.076 -0.692
H -2.606 -1.162 -2.915 0.359
H -3.745 -0.702 -3.847 0.288
O 3.147 0.939 -1.673 -0.549
H 2.206 0.951 -1.884 0.270
H 3.299 1.874 -1.744 0.279
O -1.286 -0.771 4.215 -0.646
H -0.412 -0.368 4.022 0.407
H -1.277 -1.671 4.571 0.284
O 0.716 1.573 1.450 -0.820
H 1.348 0.831 1.283 0.472
H -0.123 1.102 1.205 0.489
O 3.724 2.732 1.635 -0.706
H 2.846 2.435 1.885 0.365
H 3.827 2.826 0.687 0.298
O 0.716 0.948 4.165 -0.774
H 0.922 1.096 3.214 0.465
H 0.064 1.586 4.427 0.312
O -1.063 -0.518 -4.373 -0.630
H -0.767 -0.504 -5.295 0.267
H -0.840 -1.343 -3.890 0.373
O 0.764 1.876 -3.544 -0.560
H 1.333 2.544 -3.936 0.262
H -0.108 2.285 -3.464 0.305
O 2.273 -0.656 0.708 -0.501
H 3.179 -0.715 1.113 0.268
H 1.872 -1.099 1.477 0.298
O 4.793 -0.036 1.348 -0.696
H 5.361 -0.191 0.584 0.298
H 4.677 0.894 1.573 0.396
```

multiplicity	1
SMILES	CN[C@H](CO)CC=O.O.O.O.O.O.O.O.O.O.O
Kohn-Sham gap	10.10	eV
energy above the lowest of the compared OMol25 structures with the same formula, charge and spin	412.6	kJ/mol



ORCA calculation (wB97M-V/def2-TZVPD) on a cluster of 2 separate species, C6H14OS in total.

```
22
Properties=species:S:1:pos:R:3:mulliken_charge:R:1
C 1.123 2.168 0.428 -0.735
C 0.525 2.033 -0.779 0.175
C 1.398 2.113 -2.001 -0.397
O 1.331 0.909 -2.785 -0.531
H 0.670 1.813 1.404 0.183
H 2.173 2.545 0.463 0.218
H -0.563 2.065 -0.918 0.295
H 1.048 2.942 -2.611 0.285
H 2.444 2.298 -1.699 0.203
H 1.196 1.103 -3.740 0.309
C -0.184 -3.231 -0.015 -1.103
C -0.617 -2.235 1.053 -0.352
S -1.568 -0.883 0.326 -0.125
C -1.893 0.124 1.816 -0.855
H 0.225 -4.057 0.563 0.343
H 0.605 -2.740 -0.588 0.296
H -1.052 -3.526 -0.654 0.296
H 0.253 -1.768 1.538 0.286
H -1.262 -2.683 1.849 0.330
H -2.810 -0.205 2.311 0.351
H -1.043 0.041 2.521 0.230
H -1.999 1.175 1.515 0.298
```

multiplicity	1
SMILES	C=CCO.CCSC
Kohn-Sham gap	9.14	eV
energy above the lowest of the compared OMol25 structures with the same formula, charge and spin	139.3	kJ/mol



ORCA calculation (wB97M-V/def2-TZVPD) on a structure of composition C25H34AuCl3NO7PSb2.

```
74
Properties=species:S:1:pos:R:3:mulliken_charge:R:1
Au -0.685 -0.812 0.196 0.292
C 6.079 1.371 0.602 -1.302
Sb 4.021 0.986 0.728 1.247
C 3.274 2.742 1.601 -0.945
C 3.775 -0.787 1.891 -1.424
C 4.338 -2.043 1.231 0.900
C 5.713 -2.093 1.011 -0.560
C 6.309 -3.166 0.374 -0.907
C 5.526 -4.231 -0.048 -0.818
C 4.171 -4.214 0.229 -0.433
C 3.553 -3.142 0.881 0.604
C 2.111 -3.344 1.293 -1.603
Sb 0.614 -3.004 -0.196 0.695
C 1.638 -3.332 -2.019 -1.328
C -0.621 -4.713 -0.036 -1.248
H 6.518 1.387 1.600 0.471
H 6.207 2.345 0.133 0.416
H 6.566 0.614 -0.008 0.422
H 3.766 2.868 2.565 0.448
H 2.196 2.697 1.716 0.170
H 3.555 3.557 0.935 0.369
H 2.770 -0.901 2.285 0.486
H 4.439 -0.519 2.723 0.605
H 6.345 -1.284 1.359 0.660
H 7.380 -3.173 0.225 0.433
H 5.971 -5.082 -0.545 0.432
H 3.568 -5.078 -0.027 0.458
H 1.834 -2.754 2.165 0.543
H 1.992 -4.387 1.589 0.586
H 1.906 -4.384 -2.093 0.422
H 2.540 -2.724 -2.047 0.343
H 0.990 -3.062 -2.850 0.470
H 0.004 -5.603 0.020 0.462
H -1.264 -4.764 -0.912 0.384
H -1.241 -4.635 0.854 0.369
Cl -5.954 -4.085 0.701 -0.082
C -5.718 -2.795 -0.482 0.705
Cl -6.483 -3.207 -2.014 -0.077
Cl -6.371 -1.268 0.144 -0.098
C -4.280 -2.624 -0.698 -0.199
N -3.151 -2.492 -0.850 -0.263
C -4.207 1.516 -1.148 -0.708
O -3.436 0.761 -0.186 0.019
P -2.018 1.068 0.410 0.443
O -1.573 2.364 -0.385 -0.376
C -0.564 3.281 0.072 -0.547
O -2.224 1.634 1.876 -0.287
C -2.517 0.747 2.975 -0.704
H -5.245 1.452 -0.839 0.247
H -4.082 1.054 -2.124 0.297
H -3.887 2.554 -1.173 0.306
H -0.987 4.281 0.030 0.338
H 0.293 3.207 -0.595 0.108
H -0.270 3.061 1.097 0.302
H -2.260 1.280 3.884 0.246
H -1.925 -0.167 2.898 0.319
H -3.577 0.503 2.974 0.268
O 3.804 0.991 -1.266 -0.850
C 2.487 0.985 -1.395 1.405
O 1.842 0.881 -0.336 -0.857
C 1.925 1.132 -2.719 -0.107
C 0.539 1.066 -2.862 -0.265
C -0.065 1.204 -4.104 -1.293
C 0.774 1.415 -5.177 1.139
O 0.437 1.583 -6.461 -0.482
C 1.659 1.771 -7.199 -0.246
O 2.727 1.698 -6.251 -0.485
C 2.163 1.483 -5.039 0.631
C 2.774 1.343 -3.830 -0.869
H -0.068 0.907 -1.981 0.265
H -1.137 1.153 -4.234 0.541
H 1.646 2.752 -7.667 0.273
H 1.759 0.973 -7.932 0.269
H 3.848 1.392 -3.726 0.556
```

multiplicity	1
net charge	+2
Kohn-Sham gap	8.04	eV
energy above the lowest of the compared OMol25 structures with the same formula, charge and spin	0.0	kJ/mol



| no. | highest occupied orbital energy (eV) | strongest force on any atom (eV Å⁻¹) |
| --- | --- | --- |
| 1 | -14.10 | 4.8 |
| 2 | -0.38 | 0.9 |
| 3 | -9.97 | 2.4 |
| 4 | -8.21 | 1.7 |
| 5 | -13.08 | 0.8 |